Formula: C26H30BN12O4Ti
Source: the Open Molecules 2025 dataset
Level of theory: ωB97M-V/def2-TZVPD

As for the strongest force on any atom: 0.88 eV/Å. As for the total charge: +1. The calculation puts the HOMO energy (spin up / spin down) at -10.349 / -10.119 eV. The value obtained for the energy above the lowest of the compared OMol25 structures with the same formula, charge and spin is 18.3 kJ/mol.

Positions of all 74 atoms, in Å:
1 Ti -0.46801 -0.01649 -0.22816
2 C -1.58488 5.62576 1.18812
3 C -2.29400 4.65484 0.49357
4 C -1.92320 3.31943 0.56276
5 C -0.84332 2.93388 1.35453
6 C -0.12921 3.91209 2.04924
7 C -0.49997 5.24741 1.96587
8 N -0.35088 1.59945 1.35701
9 C 0.01451 1.00535 2.47644
10 C -0.34865 1.39436 3.80986
11 C 0.18624 0.74346 4.86987
12 C 1.13410 -0.31592 4.69827
13 C 1.47083 -0.74976 3.45473
14 C 0.86674 -0.14713 2.32662
15 N 1.10625 -0.51667 1.03279
16 N 2.04016 -1.39877 0.81919
17 C 2.41133 -1.48889 -0.52411
18 C 3.24484 -2.54104 -0.90327
19 C 3.65376 -2.61452 -2.21775
20 C 3.23244 -1.64310 -3.12216
21 C 2.40953 -0.63612 -2.65143
22 N 2.00689 -0.55243 -1.38236
23 H -1.87855 6.66490 1.12807
24 H -3.15875 4.93024 -0.09631
25 H -2.50057 2.58113 0.02856
26 H 0.72729 3.62609 2.64823
27 H 0.06588 5.99197 2.51039
28 H -1.06857 2.18967 3.94384
29 H -0.11346 1.02274 5.87138
30 H 1.56645 -0.78732 5.57000
31 H 2.17668 -1.55424 3.30628
32 H 3.54975 -3.26726 -0.16291
33 H 4.30029 -3.42002 -2.54027
34 H 3.53710 -1.65934 -4.15846
35 H 2.05241 0.13879 -3.32312
36 N 1.07862 2.09296 -0.85205
37 N 0.56936 2.86509 -1.89140
38 C -0.57520 2.49689 -2.49423
39 N -1.05710 3.33085 -3.40881
40 N -1.08593 1.32154 -2.08746
41 N -2.18598 0.85552 -2.84170
42 O -2.72123 -0.12182 -2.39217
43 O -2.48937 1.39547 -3.89029
44 H 1.13044 2.65049 -0.00667
45 H 1.97598 1.69135 -1.10264
46 H 0.97566 3.76575 -2.10042
47 H -0.59262 4.20538 -3.57957
48 H -1.83544 3.03678 -3.98138
49 C -0.55105 -2.39840 -2.25597
50 O -0.50847 -1.31592 -1.34217
51 H -0.11731 -3.27006 -1.76776
52 H 0.03067 -2.12869 -3.13613
53 H -1.58935 -2.57750 -2.52622
54 N -4.13877 -6.09655 2.43792
55 C -2.80974 -5.86159 2.52921
56 O -2.02458 -6.64412 3.01986
57 C -2.30948 -4.54811 1.96740
58 C -3.00091 -3.77763 1.04614
59 C -2.42930 -2.60494 0.59179
60 N -1.23949 -2.16222 1.01393
61 C -0.56994 -2.92457 1.88163
62 C -1.06154 -4.11830 2.37705
63 H -4.48812 -6.95146 2.83756
64 H -4.79541 -5.38984 2.16241
65 H -3.96305 -4.06965 0.64794
66 H -2.94653 -1.99438 -0.13540
67 H 0.40805 -2.58247 2.17721
68 H -0.48654 -4.71649 3.06923
69 B -4.74036 0.68292 1.55909
70 C -3.36106 0.43249 0.87280
71 N -2.33121 0.25244 0.36645
72 H -5.59339 0.21193 0.83739
73 H -4.80968 1.89502 1.67685
74 H -4.66424 0.13124 2.64229

Forces on atoms 1 to 6 (eV/Å):
0.308 0.712 -0.394
-0.025 -0.038 -0.015
0.040 0.009 0.039
-0.079 0.074 -0.056
0.116 -0.289 -0.015
0.024 0.197 0.007